{"formula": "C25H31N4O", "method": "ωB97M-V/def2-TZVPD", "species": ["C", "N", "C", "O", "C", "C", "C", "C", "C", "C", "C", "C", "N", "C", "C", "C", "C", "C", "C", "C", "C", "N", "C", "C", "C", "C", "C", "H", "H", "H", "H", "H", "H", "H", "H", "H", "H", "H", "H", "H", "H", "H", "H", "H", "H", "H", "H", "H", "H", "H", "H", "C", "N", "C", "H", "H", "H", "H", "H", "H", "H"], "positions_angstrom": [[-2.1227, 4.4719, 0.0448], [-1.8661, 3.0574, 0.2466], [-2.8822, 2.1634, 0.5039], [-4.0623, 2.4184, 0.6141], [-2.2373, 0.7902, 0.6179], [-2.7868, -0.1830, -0.4269], [-4.2589, -0.4437, -0.2904], [-5.1395, -0.0899, -1.3017], [-6.4989, -0.2787, -1.1534], [-6.9997, -0.8246, 0.0102], [-6.1327, -1.1925, 1.0182], [-4.7726, -1.0097, 0.8653], [-0.7632, 0.9918, 0.4731], [0.1789, 0.0119, 0.5740], [1.5252, 0.2662, 0.4198], [2.5609, -0.6454, 0.4724], [3.9297, -0.2927, 0.2992], [4.9261, -1.2883, 0.3695], [6.2528, -0.9816, 0.2118], [6.6590, 0.3323, -0.0287], [8.0048, 0.6519, -0.1885], [9.1291, 0.9258, -0.3230], [5.6853, 1.3299, -0.1076], [4.3557, 1.0325, 0.0514], [-0.5020, 2.4549, 0.2219], [0.1005, 2.6616, -1.1651], [0.3090, 3.0623, 1.3653], [-3.1920, 4.6603, 0.1002], [-1.6159, 5.0557, 0.8100], [-1.7562, 4.7815, -0.9319], [-2.4255, 0.4014, 1.6261], [-2.5819, 0.2332, -1.4179], [-2.2414, -1.1313, -0.3752], [-4.7495, 0.3513, -2.2031], [-7.1733, 0.0156, -1.9410], [-8.0640, -0.9540, 0.1360], [-6.5195, -1.6058, 1.9355], [-4.0934, -1.2913, 1.6519], [-0.1511, -0.9890, 0.7792], [1.7979, 1.2820, 0.2257], [2.3321, -1.6863, 0.6197], [4.6231, -2.3043, 0.5480], [7.0041, -1.7503, 0.2714], [6.0068, 2.3409, -0.2949], [3.6319, 1.8249, -0.0166], [-0.5888, 2.2766, -1.9135], [0.2616, 3.7171, -1.3721], [1.0453, 2.1421, -1.2980], [-0.2440, 2.9401, 2.2946], [1.2768, 2.5876, 1.4996], [0.4706, 4.1274, 1.2124], [0.9991, -4.1654, -1.5739], [1.9773, -4.1901, -0.4960], [1.6408, -5.1142, 0.5757], [1.2848, -3.4571, -2.3527], [0.8872, -5.1543, -2.0214], [0.0276, -3.8633, -1.1837], [2.9098, -4.4104, -0.8657], [2.3938, -5.0966, 1.3644], [0.6846, -4.8329, 1.0157], [1.5489, -6.1336, 0.1974]], "forces_ev_per_a": [[0.5, 0.0, 0.0], [-0.2, -1.4, 0.2], [0.5, 0.8, -0.1], [0.9, -0.3, -0.1], [0.1, -1.1, 0.5], [0.2, -0.1, -0.5], [-0.3, 0.1, 0.0], [0.3, 0.0, 0.0], [-0.1, 0.1, -0.2], [-0.2, 0.0, 0.0], [0.0, -0.1, 0.3], [0.1, 0.0, -0.1], [0.6, -1.0, 0.2], [-2.6, 2.2, -0.2], [2.1, -0.1, -0.2], [-1.7, 0.6, 0.0], [1.4, 0.4, -0.2], [-0.8, 0.3, 0.0], [0.6, 0.0, -0.1], [-2.0, -0.6, 0.3], [3.5, 0.8, -0.4], [-1.9, -0.5, 0.2], [0.2, 0.2, -0.1], [-0.3, -0.6, 0.1], [-0.3, 0.8, -0.1], [0.0, -0.2, -0.1], [0.0, -0.1, 0.2], [0.0, -0.2, 0.0], [-0.1, 0.1, 0.1], [-0.1, 0.1, -0.1], [-0.1, 0.1, -0.1], [0.0, 0.0, 0.0], [0.1, 0.1, 0.1], [0.0, 0.1, -0.2], [-0.1, 0.0, -0.1], [-0.1, 0.0, 0.0], [0.0, -0.1, 0.1], [0.1, -0.1, 0.3], [-0.4, -0.3, 0.1], [0.1, 0.1, 0.0], [-0.1, -0.5, 0.1], [0.0, -0.3, 0.1], [0.1, -0.2, 0.0], [0.0, 0.2, 0.0], [0.0, 0.2, 0.0], [-0.1, 0.0, -0.1], [0.0, 0.1, 0.1], [0.0, 0.1, 0.0], [-0.1, 0.0, 0.1], [0.0, 0.1, 0.0], [0.0, 0.0, -0.1], [0.2, -0.3, 0.1], [0.8, 0.8, 0.1], [0.0, -0.1, -0.3], [0.1, 0.0, 0.1], [-0.2, -0.1, -0.2], [-0.1, 0.0, 0.1], [-0.7, 0.1, 0.2], [0.0, 0.0, -0.1], [-0.1, 0.0, 0.0], [-0.1, -0.3, 0.1]], "charge": 1}

---

{"formula": "C3H40O17", "method": "ωB97M-V/def2-TZVPD", "species": ["C", "C", "C", "H", "H", "H", "H", "H", "H", "H", "H", "O", "H", "H", "O", "H", "H", "O", "H", "H", "O", "H", "H", "O", "H", "H", "O", "H", "H", "O", "H", "H", "O", "H", "H", "O", "H", "H", "O", "H", "H", "O", "H", "H", "O", "H", "H", "O", "H", "H", "O", "H", "H", "O", "H", "H", "O", "H", "H", "O"], "positions_angstrom": [[0.7371, -0.1878, 2.9380], [-0.2953, 0.8844, 3.2172], [-0.6794, 1.6774, 2.2261], [1.0345, -0.6724, 3.8750], [0.1666, -0.8652, 2.3206], [1.7815, 0.0637, 2.5862], [-0.7681, 0.7259, 4.1942], [-1.2474, 2.6065, 2.4995], [-0.2594, 1.8686, 1.2476], [-4.7268, 1.4053, -2.5191], [-4.7506, 2.3668, -1.2123], [-4.2639, 2.0438, -1.9765], [4.3352, 2.1767, -0.1247], [4.2470, 1.4877, 1.2733], [4.8359, 1.7276, 0.5549], [4.5243, -1.4172, 1.3954], [3.9769, -2.6438, 2.0211], [3.7013, -1.7452, 1.7765], [-2.3091, 2.1672, -1.3372], [-0.9848, 1.6355, -0.8540], [-1.3844, 2.4583, -1.1599], [-0.2915, -4.8628, 0.6409], [-0.6624, -4.6756, 2.0982], [-1.0217, -4.5779, 1.2057], [2.2002, 4.0988, -0.6277], [3.4788, 4.2821, 0.1096], [3.1529, 4.1442, -0.7852], [0.6039, -2.2836, -0.8777], [1.4646, -1.4181, 0.0078], [0.6160, -1.3917, -0.4538], [-0.2242, 5.3097, 0.1653], [-0.5177, 4.0424, -0.6754], [0.1874, 4.6314, -0.3726], [2.9971, -0.8088, -0.9805], [4.3102, -0.8286, -1.6744], [3.6234, -1.4462, -1.3539], [-3.4299, -2.7095, 1.5312], [-3.1958, -3.6545, 2.7069], [-3.5227, -2.7759, 2.4977], [1.3452, 1.2125, 0.0016], [2.0450, 2.0725, -1.0463], [2.2197, 1.4742, -0.3134], [-4.7112, 0.8469, 0.3938], [-4.3292, 1.2748, 1.7675], [-4.7913, 1.6175, 0.9893], [2.3778, -3.5981, -1.1783], [1.4773, -3.2693, -2.2481], [1.4317, -3.6973, -1.3699], [4.1785, 1.3867, -3.3933], [3.9079, 1.5011, -1.8471], [3.8480, 0.9205, -2.6163], [-2.1909, -2.2452, -3.9545], [-2.4583, -3.2287, -2.6029], [-2.0054, -2.5318, -3.0667], [-5.0412, -1.1816, -0.9127], [-3.5750, -1.0261, -0.2602], [-4.5083, -0.7249, -0.2618], [-1.5203, -1.9177, -0.5355], [-1.4080, -1.5747, 0.8149], [-2.1214, -1.5947, 0.1486]], "forces_ev_per_a": [[1.0, 0.0, 1.1], [1.1, -1.1, -0.9], [-0.8, 3.1, 1.6], [-0.5, -0.3, -0.1], [0.7, -0.8, -0.4], [-1.5, 0.3, -0.5], [-0.1, 1.0, -0.4], [-0.3, -1.3, -0.3], [0.5, -0.8, 0.0], [-0.5, 0.1, 0.5], [-0.4, -0.5, 0.0], [1.1, 0.5, -0.3], [-0.5, 0.2, 0.4], [-0.4, 0.2, -0.3], [1.2, -0.2, 0.2], [-0.2, 0.4, -0.3], [-0.4, 0.3, 0.1], [0.5, -0.6, 0.2], [0.3, 0.5, -0.1], [0.1, 0.1, 0.0], [-0.7, -0.7, -0.1], [-0.1, 0.1, -0.1], [-0.1, 0.1, -0.2], [0.3, -0.1, 0.2], [-0.4, 0.4, -0.2], [0.3, 0.0, 0.0], [0.1, -0.2, 0.1], [0.3, 0.7, 0.4], [-0.2, 0.0, 0.2], [-0.1, -0.1, 0.0], [-0.1, 0.0, 0.0], [-0.2, -0.2, 0.0], [0.4, 0.0, 0.0], [0.0, -0.1, -0.2], [-0.4, -0.5, -0.1], [0.4, 0.2, 0.2], [0.1, 0.1, 0.4], [0.0, -0.1, 0.0], [0.0, 0.0, -0.3], [0.1, -0.1, 0.0], [-0.1, 0.0, -0.1], [-0.5, -0.3, 0.2], [-0.2, 0.0, 0.0], [-0.2, 0.4, 0.0], [0.3, -0.1, 0.1], [0.0, -0.1, 0.6], [-0.5, -0.4, 0.1], [0.8, 0.0, -1.2], [0.0, 0.2, 0.4], [0.1, 0.1, -0.5], [0.1, 0.0, -0.2], [-0.9, -0.8, -0.2], [-0.8, -0.3, -1.0], [1.7, 1.0, 1.3], [0.2, -0.2, -0.1], [-0.4, 0.0, -0.2], [-0.3, 0.1, 0.0], [-0.5, 0.1, -0.8], [-0.8, 0.4, 0.4], [1.6, -0.6, 0.2]]}

---

{"formula": "C5H10IN2S", "method": "ωB97M-V/def2-TZVPD", "species": ["C", "C", "C", "C", "C", "N", "N", "S", "I", "H", "H", "H", "H", "H", "H", "H", "H", "H", "H"], "positions_angstrom": [[-1.6457, 0.1538, 1.0537], [-1.4464, -1.1826, 0.3343], [-0.0310, -1.6975, 0.2686], [1.5427, -0.0811, -1.1036], [0.6948, 2.7839, -0.1415], [-1.1404, 1.2450, 0.7958], [0.7254, -1.3428, -0.9793], [-0.0704, 1.2754, -0.5808], [3.2207, -0.2929, 0.1938], [-2.5553, 0.0847, 1.7630], [-2.3265, -1.7288, 0.7132], [-1.6952, -0.9800, -0.6696], [0.6469, -1.3927, 1.1001], [0.0073, -2.7104, 0.4013], [0.5929, 2.9000, 0.8864], [0.3775, 3.6307, -0.7339], [1.7199, 2.8157, -0.4433], [1.3307, -2.1967, -1.0434], [0.0521, -1.2839, -1.8150]], "forces_ev_per_a": [[-2.9, -2.7, 0.9], [-0.4, 1.5, 1.1], [0.6, 1.7, 1.9], [-0.7, 1.1, 0.6], [1.1, 0.7, -1.8], [1.4, 1.8, -0.8], [-1.1, -1.2, -1.1], [0.4, -1.0, -0.2], [-0.5, 0.2, 0.1], [1.7, 0.6, -0.7], [1.2, -1.1, -0.1], [-0.7, 0.4, -1.6], [-0.7, 0.4, -0.5], [-0.2, -2.9, -0.2], [-0.2, 0.4, 1.7], [-1.1, 0.1, 0.1], [1.0, -0.8, 0.2], [-0.2, 1.2, -0.9], [1.2, -0.5, 1.3]], "charge": 1}

---

no.,E_tot (eV)
1,-34428.9845
2,-38566.8149
3,-27251.7840